# 1
14
Properties=species:S:1:pos:R:3 method="wB97M-V/def2-TZVPD" multiplicity=2 lumo_energy_ev="-8.47 / -13.67" total_charge=+2 gap_ev="11.28 / 6.06"
O -0.20201 0.57246 2.33236
C 0.07505 -0.17861 1.44887
C 0.61153 0.36128 0.13084
C -0.47208 0.23576 -0.95611
S -0.47876 -1.50590 -1.50833
N 1.00901 1.79276 0.41521
H 0.10454 -1.27871 1.58005
H 1.56314 -0.10718 -0.13612
H -0.26412 0.87624 -1.82844
H -1.46091 0.52452 -0.59237
H -1.70298 -1.61526 -2.10685
H 1.93478 1.90594 0.83864
H 0.41830 2.03602 1.24562
H 0.93055 2.44942 -0.35974



# 2
13
Properties=species:S:1:pos:R:3 method="wB97M-V/def2-TZVPD" lumo_energy_ev=-6.13 total_charge=+1 gap_ev=8.94
C -1.53872 -0.82721 0.16299
C 0.82771 -0.81487 -0.40652
C -0.26810 -0.08177 0.32265
N -0.53548 1.33982 -0.04710
S -2.90651 -0.02559 -0.11139
H -1.76000 -1.84250 0.24586
H 1.80167 -0.31438 -0.18529
H 0.69036 -0.97441 -1.46036
H 1.00005 -1.78771 0.06225
H 0.18395 -0.20907 1.66626
H 0.06603 1.48757 -0.83503
H -0.38746 2.02121 0.69538
H -2.33645 1.22939 -0.26002



# 3
12
Properties=species:S:1:pos:R:3 method="wB97M-V/def2-TZVPD" multiplicity=2 lumo_energy_ev="4.51 / 4.37" total_charge=-1 gap_ev="3.40 / 7.30"
C 2.09961 -0.03949 -0.27723
H 2.09371 1.02617 0.25830
H 1.44765 -0.32782 -1.16133
H 1.93677 -0.81021 0.55861
H 3.21347 -0.26092 -0.47717
O -0.66159 -1.45116 -0.25188
C -0.82047 -0.38588 0.34233
C -2.04870 0.44176 0.03387
H -0.19099 -0.14337 1.18441
H -2.83993 -0.18041 -0.40631
H -1.86818 1.17791 -0.76829
H -2.36137 0.95343 0.96468



# 4
12
Properties=species:S:1:pos:R:3 method="wB97M-V/def2-TZVPD" lumo_energy_ev=1.04 total_charge=0 gap_ev=10.79
C -0.58728 1.26065 0.60199
C 0.61017 0.26067 0.50535
O 0.86241 -0.06999 -0.80420
C 0.13400 -1.25620 -1.09021
H -0.69869 1.54956 1.72447
H -0.32737 2.33994 0.14826
H -1.55548 0.83977 0.12853
H 0.00361 -0.70467 1.07157
H 1.62993 0.57144 1.16268
H -1.09219 -1.21036 -0.60769
H 0.35755 -1.33463 -2.28023
H 0.66334 -2.24618 -0.56052